(1)
DFT (ωB97M-V with the def2-TZVPD basis set) results for a single C4H6O2 molecule.

```
12
Properties=species:S:1:pos:R:3:forces:R:3:lowdin_charge:R:1
C 1.6331 0.1291 0.4410 0.26 -0.17 -0.23 -0.19
H -0.5019 -0.3901 -1.8820 0.04 -0.05 0.13 0.09
H -2.1229 0.9827 0.2671 -0.03 0.03 0.15 0.01
H -1.3559 -1.0681 -0.4922 0.13 0.08 -0.06 0.08
H 0.1436 1.3369 -0.4459 -0.01 -0.10 0.04 0.16
O -0.5485 0.4945 1.2990 -0.26 0.02 0.24 -0.17
H 0.2954 -1.6046 -0.8780 -0.09 0.13 0.04 0.08
C -1.7990 0.8480 1.3401 0.37 -0.08 -0.27 0.06
C 0.1837 0.3537 0.0403 0.00 -0.03 -0.24 -0.31
C -0.3772 -0.7437 -0.8567 -0.06 -0.08 -0.06 -0.02
H 1.9271 0.6180 1.3911 0.02 -0.08 -0.09 0.14
O 2.4084 -0.5043 -0.2296 -0.37 0.33 0.36 0.08
```
Positions in Å, forces in eV/Å.

Results
HOMO-LUMO gap: 9.16 eV
Multiplicity: 1

---

(2)
DFT (ωB97M-V with the def2-TZVPD basis set) results for a molecular structure, C4H6O2.

```
12
Properties=species:S:1:pos:R:3:forces:R:3:lowdin_charge:R:1
H 1.3635 -0.3745 0.6956 -0.13 0.07 -0.05 0.15
C -0.7308 -0.9803 0.7780 -0.07 -0.04 0.04 -0.04
H -0.5182 -1.3305 1.7902 -0.04 0.08 -0.10 0.08
O 0.2674 1.5778 -1.0507 0.00 0.16 0.04 0.05
C 0.1598 1.4045 0.2999 -0.09 0.34 0.50 -0.47
H -0.2931 -0.2808 -1.8693 0.09 0.08 0.10 0.13
C 0.5003 0.1575 -1.2580 0.04 -0.28 -0.19 -0.10
H -1.6778 -0.4353 0.8105 0.09 -0.03 -0.06 0.09
C 0.4021 -0.1030 0.2504 0.05 -0.05 0.02 -0.23
H -0.8752 -1.8580 0.1418 0.10 0.06 0.08 0.08
O -0.0779 2.2316 1.1247 0.12 -0.40 -0.41 0.14
H 1.4798 -0.0088 -1.7133 -0.17 0.02 0.05 0.12
```
Positions in Å, forces in eV/Å.

Results
HOMO-LUMO gap: 11.35 eV
Multiplicity: 1

---

(3)
DFT (ωB97M-V with the def2-TZVPD basis set) results for a molecular structure, C4H6O2.

```
12
Properties=species:S:1:pos:R:3:forces:R:3:lowdin_charge:R:1
H 1.2860 1.6526 0.0683 -0.15 -0.07 0.03 0.15
H -2.0262 -0.9985 -0.1479 0.11 0.17 0.03 0.11
H 1.7377 -0.8787 0.4546 -0.05 0.05 -0.09 0.13
O -0.0623 -1.3232 -0.4944 -0.16 -0.06 0.02 -0.09
H 1.6462 -0.5886 -1.3152 -0.04 0.01 0.08 0.13
C 0.5573 0.8544 -0.0636 0.12 -0.06 -0.08 -0.37
C 1.1074 -0.5203 -0.3694 0.26 0.10 -0.03 -0.11
C -1.0470 -0.9206 0.3116 -0.15 -0.34 0.10 -0.03
H -1.0334 2.1966 -0.3738 -0.05 -0.21 0.01 0.06
C -0.8381 1.1154 -0.4430 0.07 0.30 -0.18 0.01
O -0.3291 0.6943 1.0310 0.00 -0.04 0.21 -0.12
H -0.9987 -1.2835 1.3418 0.04 0.15 -0.10 0.12
```
Positions in Å, forces in eV/Å.

Results
HOMO-LUMO gap: 8.60 eV
Multiplicity: 1

---

(4)
DFT (ωB97M-V with the def2-TZVPD basis set) results for a single C4H6O2 molecule in a non-equilibrium geometry.

```
12
Properties=species:S:1:pos:R:3:forces:R:3:lowdin_charge:R:1
C 0.8296 1.4899 -0.0884 0.41 -6.02 0.02 0.11
O -1.8233 0.5433 0.9254 -2.40 -3.89 -5.76 -0.01
H 0.9413 -1.8324 -0.4015 0.33 -0.47 -0.63 0.07
H 1.8312 1.6699 0.3307 -0.75 -0.32 0.14 0.07
C 0.8949 -1.0855 0.3608 -0.99 0.53 1.04 -0.04
H -2.7933 -0.6098 -0.9005 1.43 1.49 2.38 0.19
H 0.2151 -1.5279 1.1523 0.80 0.74 -0.62 0.11
C -1.9485 -0.0746 -0.2130 1.76 2.53 2.60 -0.19
H 0.4481 2.2294 -0.6802 -1.32 1.90 -1.16 0.02
C 0.3363 0.1705 -0.2229 1.80 3.43 0.24 -0.37
H 1.8674 -0.8301 0.7419 0.40 -0.39 0.41 0.08
O -0.7989 -0.1429 -1.0045 -1.47 0.45 1.33 -0.05
```
Positions in Å, forces in eV/Å.

Results
Structure (SMILES): C=C(C)OC=O
HOMO-LUMO gap: 10.22 eV
Multiplicity: 1

---

(5)
DFT (ωB97M-V with the def2-TZVPD basis set) results for a single C4H6O2 molecule.

```
12
Properties=species:S:1:pos:R:3:forces:R:3:lowdin_charge:R:1
H 1.0490 1.7169 -0.5541 -0.10 -0.09 0.03 0.14
H -0.0484 -1.8986 -1.1702 0.03 0.15 0.11 0.12
H -1.3613 -1.0958 0.7364 0.11 0.07 -0.02 0.13
H -0.6792 1.9979 -0.8742 0.09 -0.12 0.10 0.14
C 0.3288 -1.0235 -0.6357 0.06 -0.22 0.06 -0.20
C 0.0506 1.2494 -0.5510 0.01 0.20 0.09 -0.12
H 1.4225 -1.1172 -0.5477 -0.13 0.06 -0.01 0.12
C -0.2481 0.7249 0.8519 -0.06 0.20 0.26 -0.36
H 0.1936 -1.2839 1.5699 -0.05 0.12 -0.11 0.13
O -0.3879 1.3942 1.8448 0.06 -0.31 -0.43 0.10
C -0.3077 -0.7926 0.7330 0.01 -0.04 0.03 -0.07
O -0.0119 0.1283 -1.4030 -0.02 -0.02 -0.12 -0.13
```
Positions in Å, forces in eV/Å.

Results
Structure (SMILES): O=C1CCOC1
HOMO-LUMO gap: 10.55 eV
Multiplicity: 1

---

(6)
DFT (ωB97M-V with the def2-TZVPD basis set) results for a single C4H6O2 molecule in a non-equilibrium geometry.

```
12
Properties=species:S:1:pos:R:3:forces:R:3:lowdin_charge:R:1
H -1.0163 1.4969 0.3451 -0.14 -1.54 0.07 0.17
H -1.4183 -0.3355 2.3515 0.98 1.39 -0.41 0.12
C -0.4398 -0.1045 1.8100 -5.31 -2.02 -2.20 -0.01
O 0.5009 0.9693 -2.0837 -1.43 -1.82 2.21 -0.09
O -1.2631 -0.4240 -0.6849 -0.39 0.07 0.28 0.10
H -0.0660 -1.0612 1.9206 1.53 -2.03 -0.70 0.05
H 2.1355 -0.0760 -1.2834 -1.88 -1.11 -0.77 0.14
H 0.1773 0.5455 2.2330 2.26 2.95 2.26 0.03
C 0.0034 0.0165 -0.7817 0.49 0.68 -3.11 -0.31
C 1.0563 -0.3019 -1.7047 3.28 0.72 -0.20 -0.17
C -0.7267 0.3986 0.3875 0.99 1.68 1.02 -0.19
H 1.0567 -1.1237 -2.5092 -0.40 1.04 1.54 0.14
```
Positions in Å, forces in eV/Å.

Results
Structure (SMILES): C[C@@H]1O[C@]12CO2
HOMO-LUMO gap: 10.67 eV
Multiplicity: 1

---

(7)
DFT (ωB97M-V with the def2-TZVPD basis set) results for a molecular structure, C4H6O2Rh in a non-equilibrium geometry.

```
13
Properties=species:S:1:pos:R:3:forces:R:3:mulliken_spin:R:1
C 0.5173 -0.0094 -0.1260 2.67 2.46 0.26 0.05
C 0.6648 0.8775 1.1151 1.27 -0.48 -0.92 0.41
C -0.7680 0.6056 -0.5369 -1.47 0.51 -3.44 0.08
H 1.4246 0.3439 -0.7029 -0.98 -0.96 -0.31 0.00
H -0.1005 1.7203 -1.9310 0.43 0.32 -0.70 0.00
C -0.3611 0.9464 1.9787 -1.70 0.51 3.02 0.33
O 0.3889 -1.3358 0.0360 0.72 2.97 2.49 0.45
H -1.7048 0.2487 -0.0927 0.03 0.16 -0.18 0.00
Rh -0.0233 -2.7547 -0.8632 -0.98 -5.05 -2.59 2.51
H 1.5146 1.5620 1.1600 0.02 0.17 0.01 0.04
H -0.2192 1.3881 2.9664 0.13 -0.06 0.31 0.03
O -0.9202 1.3734 -1.5337 -0.21 -0.66 2.00 0.07
H -1.3777 0.5787 1.8265 0.07 0.11 0.03 0.04
```
Positions in Å, forces in eV/Å.

Results
HOMO-LUMO gap (alpha / beta): 9.56 / 6.22 eV
Total charge: +3
Multiplicity: 5

---

(8)
DFT (ωB97M-V with the def2-TZVPD basis set) results for a single C4H6O2S molecule in a non-equilibrium geometry.

```
13
Properties=species:S:1:pos:R:3:forces:R:3:lowdin_charge:R:1
C 1.0535 -0.2843 0.5698 2.59 2.03 -1.57 -0.19
H 1.0875 0.3051 1.5506 -0.02 -1.69 -0.87 0.14
O -2.5382 -0.6866 -0.6207 -1.78 -0.98 -0.99 -0.55
H -0.1829 -2.1528 0.9930 0.31 1.10 0.62 0.09
C 0.7218 0.9299 -0.3913 -2.48 -1.25 2.25 -0.24
H 1.3956 1.2214 -1.1251 0.96 0.71 -1.28 0.12
H 2.1371 -0.6157 0.2139 -2.22 0.26 1.25 0.15
O 0.0340 1.9616 0.3475 0.45 0.27 0.08 -0.06
H 0.1100 -1.9459 -0.5484 -0.34 1.16 -1.10 0.10
C -0.0365 -1.2842 0.3055 -0.94 -1.32 1.82 -0.31
C -0.7677 1.1323 -0.4360 0.14 0.92 -1.41 -0.38
S -1.6363 -0.2595 0.4305 2.19 0.32 -0.59 0.96
H -1.3778 1.6787 -1.2891 1.14 -1.55 1.78 0.17
```
Positions in Å, forces in eV/Å.

Results
HOMO-LUMO gap: 10.14 eV
Multiplicity: 1

---

(9)
DFT (ωB97M-V with the def2-TZVPD basis set) results for a single C4H6O2S molecule in a non-equilibrium geometry.

```
13
Properties=species:S:1:pos:R:3:forces:R:3:lowdin_charge:R:1
C 1.0723 -1.0503 0.0861 -2.45 1.20 0.75 -0.14
S -1.2014 -0.0792 1.5773 0.89 -0.18 -1.32 0.92
C -0.4855 1.2839 0.6149 -0.72 2.66 2.56 -0.47
H -0.0671 0.3811 -2.4553 0.22 1.83 -0.38 0.13
C -0.2328 0.3849 -1.3874 1.43 -3.63 -0.64 -0.25
H -0.7755 -0.5909 -1.3892 0.09 0.48 1.05 0.13
O -0.9239 1.3886 -0.7657 1.82 0.15 1.79 -0.09
O 1.1195 0.1355 -0.7760 -1.07 -2.36 -0.22 -0.17
H -0.9304 2.1521 1.1934 0.61 -0.54 -1.25 0.09
H -0.0593 -2.1774 1.4764 0.47 1.02 -0.25 0.07
H 0.6577 1.2435 0.8750 -2.48 0.45 -1.14 0.14
H 1.7741 -1.9130 -0.0714 -0.63 1.39 -0.17 0.12
C 0.0523 -1.1587 1.0221 1.82 -2.45 -0.79 -0.47
```
Positions in Å, forces in eV/Å.

Results
Structure (SMILES): C1=CSCOCO1
HOMO-LUMO gap: 9.16 eV
Multiplicity: 1

---

(10)
DFT (ωB97M-V with the def2-TZVPD basis set) results for a molecular structure, C4H6O2S2 in a non-equilibrium geometry.

```
14
Properties=species:S:1:pos:R:3:forces:R:3:lowdin_charge:R:1
H -0.4514 -0.4391 2.6232 0.31 0.22 -1.14 0.09
C -0.8095 -0.0844 0.4767 4.44 -0.82 -2.36 -0.50
H 0.0076 1.1736 2.0195 -1.84 -0.66 -0.04 0.12
C 0.7695 -0.1633 -0.5806 -2.89 -0.22 2.58 -0.43
H 0.6879 0.0426 -2.6883 -0.74 -1.57 -1.87 0.05
H 1.9247 0.8893 -1.9109 0.34 0.24 -0.23 0.07
S -2.1927 -0.6181 -0.0910 -0.11 -0.15 -1.48 0.96
C -0.7599 0.3341 1.8713 1.35 -0.11 1.71 -0.19
O 1.5795 -1.5592 1.3786 0.70 -0.34 -0.36 -0.58
H -1.8165 0.4027 2.1336 0.04 1.36 0.51 0.06
S 2.0031 -1.0369 0.0561 -2.06 0.85 0.56 0.96
H 0.2952 1.5254 -1.9444 0.09 -0.54 0.58 0.10
C 0.8841 0.5952 -1.8439 0.60 1.79 1.19 -0.15
O -2.1215 -1.0617 -1.4999 -0.23 -0.05 0.35 -0.56
```
Positions in Å, forces in eV/Å.

Results
HOMO-LUMO gap: 8.78 eV
Multiplicity: 1

---

(11)
DFT (ωB97M-V with the def2-TZVPD basis set) results for a single C4H6O2S2 molecule in a non-equilibrium geometry.

```
14
Properties=species:S:1:pos:R:3:forces:R:3:lowdin_charge:R:1
H -0.9171 -1.0609 0.9033 0.71 0.72 -0.08 0.09
H -1.8386 -0.1328 -0.8890 0.16 0.30 -0.20 0.13
S -1.1197 1.3156 1.5847 0.49 -1.13 -0.33 0.99
H 1.5171 -1.6958 -0.9769 -0.03 0.01 -0.52 0.02
H -0.2577 -0.1703 -1.6510 0.22 0.36 0.59 0.13
C -0.3776 -0.1187 0.6262 -1.10 0.97 -0.35 -0.85
C -1.1408 2.3489 0.1592 -0.27 1.33 -0.68 -0.79
C 1.7764 -1.6810 0.0621 0.37 0.07 1.97 -0.39
O -0.8831 1.6853 -1.0084 0.29 -0.04 0.93 -0.03
O -1.3840 3.5272 0.1942 0.26 -1.16 -0.08 0.06
S 1.3804 -0.1197 0.9053 0.28 0.13 -0.16 0.80
C -0.8158 0.2804 -0.8144 -1.06 -1.12 0.03 -0.26
H 2.8802 -1.7788 0.2360 -1.10 -0.32 -0.33 0.05
H 1.1804 -2.3994 0.6684 0.78 -0.12 -0.81 0.04
```
Positions in Å, forces in eV/Å.

Results
Structure (SMILES): CS[C@@H]1COC(=O)S1
HOMO-LUMO gap: 9.79 eV
Multiplicity: 1

---

(12)
DFT (ωB97M-V with the def2-TZVPD basis set) results for 2 unconnected molecules or ions with the total composition C4H6O2S2 in a non-equilibrium geometry.

```
14
Properties=species:S:1:pos:R:3:forces:R:3:lowdin_charge:R:1
O 3.7311 1.6103 1.0682 -0.68 0.27 0.51 -0.42
C 0.4330 -0.2491 0.4434 -0.42 -0.53 1.61 -0.28
C 0.9046 -1.3153 -0.5155 1.97 3.54 -1.89 -0.23
C 1.3889 -2.4695 -0.1993 -0.36 -1.91 0.47 -0.69
S 1.6721 -3.9666 0.2391 0.04 1.19 -0.40 0.71
H 1.2627 -0.7293 -1.4561 -0.68 -1.89 1.02 0.15
H -1.2712 0.7935 0.8867 -0.87 1.18 0.42 0.04
H 1.0191 0.6706 0.5616 1.06 -0.71 -0.37 0.08
H -0.8458 1.0929 -0.9057 0.29 -0.50 1.13 0.09
O 3.8192 0.4847 -1.1373 -0.22 0.11 0.13 -0.43
C -0.9026 0.3997 -0.0251 -1.17 -3.36 -0.79 -0.12
H 0.5109 -0.7592 1.4996 -1.13 1.24 -1.70 0.14
S 4.4741 1.0669 -0.0085 0.87 -0.38 -0.65 0.87
H -1.6494 -0.4653 -0.3283 1.30 1.76 0.51 0.11
```
Positions in Å, forces in eV/Å.

Results
HOMO-LUMO gap: 7.13 eV
Multiplicity: 1

---

Record order is preserved below.
Relative energy (zero: lowest compared OMol25 entry of this formula, charge and spin): 94.9, 15.7, 151.9, 57.2, 20.1, 103.6, 0.0, 73.8, 69.2, 111.9, 19.5, 79.4 kcal/mol
Record order is preserved below.
Electronic energy: -306.3550, -306.4813, -306.2642, -306.4151, -306.4743, -306.3411, -415.4221, -704.5619, -704.5693, -1102.7197, -1102.8669, -1102.7714 hartree